Record 1
DFT (wB97M-V/def2-TZVPD) results for a molecular structure, C34H57ClGeHgN8O4SSi3.

Its net charge is -2. As for the gap between HOMO and LUMO: 5.902 eV. The HOMO energy is -1.735 eV. For the maximum force, the calculation gives 0.84 eV Å⁻¹. The energy relative to the best compared isomer or geometry (same formula, charge and spin) is 40.1 kcal per mole.

```
110
C34H57ClGeHgN8O4SSi3 (wB97M-V/def2-TZVPD)
Hg -0.18475 -0.79245 -0.61776
C -4.72737 2.86287 2.39712
C -3.62496 2.39424 3.09569
C -2.43102 2.12620 2.44090
C -2.29130 2.35807 1.07127
C -3.42146 2.81001 0.37068
C -4.61704 3.05170 1.02209
N -1.09026 2.10143 0.41084
C -0.47483 3.11581 -0.13828
C -0.82800 4.50020 0.16164
C -0.21086 5.55686 -0.41694
C 0.82196 5.37404 -1.37731
C 1.22126 4.10628 -1.66336
C 0.64230 2.95933 -1.05233
N 1.06558 1.70013 -1.38017
N 2.01434 1.67289 -2.22756
C 2.34757 0.42826 -2.74889
C 3.32624 0.44328 -3.75716
C 3.65050 -0.73643 -4.39021
C 3.00716 -1.90981 -4.00794
C 2.07909 -1.83696 -2.98265
N 1.76687 -0.70172 -2.36352
H -5.66348 3.05534 2.90811
H -3.69887 2.20661 4.16171
H -1.59125 1.70558 2.97634
H -3.34098 2.95039 -0.69911
H -5.47455 3.38310 0.44667
H -1.59967 4.66764 0.90052
H -0.51095 6.56206 -0.13605
H 1.27404 6.22527 -1.87084
H 1.99838 3.92770 -2.39137
H 3.76877 1.39203 -4.02907
H 4.38569 -0.74464 -5.18760
H 3.22327 -2.85900 -4.47820
H 1.57428 -2.72546 -2.62206
N 4.60331 -1.33548 -0.98664
C 4.28322 -2.67184 -1.07817
N 5.16315 -3.42083 -1.85006
O 3.32802 -3.16324 -0.51647
H 4.98709 -0.91321 -1.81952
H 3.84477 -0.79700 -0.58809
H 6.11429 -3.09372 -1.89026
H 5.05873 -4.41052 -1.69711
C -3.96350 2.44767 -3.98736
C -3.82870 1.47015 -2.86929
C -4.76120 0.71203 -2.19248
C -4.01365 -0.06079 -1.27744
N -2.72677 0.22625 -1.37256
N -2.63514 1.16228 -2.33224
C -4.49514 -1.09662 -0.31731
H -5.00181 2.48890 -4.31716
H -3.33034 2.15924 -4.82898
H -3.66486 3.44981 -3.67000
H -5.82883 0.71191 -2.34416
H -1.71466 1.32467 -2.74903
H -5.29445 -0.71396 0.32145
H -3.67340 -1.41629 0.32043
H -4.87360 -1.97442 -0.84751
Cl -0.37546 -4.06127 -1.45980
C -0.98899 -2.40321 -1.88645
H -2.07388 -2.44639 -1.83204
H -0.72927 -2.23966 -2.93039
C 3.04775 1.28078 1.69817
Si 1.64001 0.93761 2.91615
C 2.43876 0.57942 4.60917
C 0.89276 2.64988 3.19554
Ge 0.52299 -0.94793 1.91739
Si -1.43335 -1.92932 2.91851
C -1.82975 -3.42764 1.83916
C -1.37615 -2.62474 4.68751
C -3.03309 -0.93088 2.93803
Si 2.13196 -2.57987 2.74130
C 1.83631 -4.29653 2.01134
C 2.14531 -2.90023 4.61983
C 3.97149 -2.17218 2.50341
H 3.70771 2.06825 2.07846
H 2.62162 1.62518 0.75340
H 3.65296 0.39508 1.49848
H 2.72762 1.52822 5.07148
H 3.33276 -0.04066 4.52315
H 1.75005 0.06935 5.28626
H 1.69671 3.24388 3.64606
H 0.04233 2.67822 3.87691
H 0.59651 3.12626 2.26337
H -0.96597 -4.06911 1.66397
H -2.18216 -3.11561 0.85340
H -2.61896 -4.02248 2.31291
H -0.85234 -3.57973 4.73166
H -2.41417 -2.80103 4.99017
H -0.92042 -1.94768 5.41264
H -3.85656 -1.65353 2.90059
H -3.14732 -0.23914 2.10685
H -3.13289 -0.35678 3.86215
H 1.02243 -4.80082 2.53976
H 2.74141 -4.90153 2.13485
H 1.59438 -4.25130 0.95096
H 1.18660 -3.16838 5.05115
H 2.54567 -2.05435 5.17997
H 2.82779 -3.74659 4.76298
H 4.30629 -2.32012 1.48371
H 4.53001 -2.85579 3.15358
H 4.22794 -1.15587 2.80400
C 0.49008 -0.10874 -6.14241
S -0.92355 0.45666 -5.20765
O -1.81795 -0.68679 -5.11636
O -1.46522 1.57902 -5.97068
O -0.35004 0.86111 -3.91529
H 0.21555 -0.15966 -7.19455
H 0.77357 -1.09294 -5.77404
H 1.30795 0.59374 -5.99400
```

***

Record 2
DFT (wB97M-V/def2-TZVPD) results for a molecular structure, C34H57F3HgN2O2Si at a distorted geometry.

As for the gap between HOMO and LUMO: 6.116 eV. The HOMO energy is -6.634 eV. For the maximum force, the calculation gives 2.57 eV Å⁻¹. The energy relative to the best compared isomer or geometry (same formula, charge and spin) is 0.0 kcal per mole.

```
100
C34H57F3HgN2O2Si (wB97M-V/def2-TZVPD)
O 1.20484 -2.41560 -0.98695
O -2.35543 -2.48399 -5.08594
C 2.52431 -2.72246 -1.46458
C 3.06256 -3.74875 -0.53989
H 3.12689 -1.79552 -1.43725
H 2.48679 -3.03136 -2.53857
H 3.24069 -3.33831 0.45793
H 4.02092 -4.08073 -0.95798
H 2.38858 -4.59552 -0.48051
C 0.12367 -3.29412 -1.29660
C 0.27877 -4.18421 -2.47486
H -0.82194 -2.71792 -1.28517
H 0.15518 -3.84101 -0.34386
H 0.20353 -3.65243 -3.43555
H -0.54117 -4.92245 -2.42699
H 1.20608 -4.72050 -2.40436
C -3.22055 -2.00064 -4.08123
C -1.61950 -1.44925 -5.71069
C -4.03925 -3.12376 -3.45974
H -3.91681 -1.23064 -4.51100
H -2.63359 -1.50657 -3.28514
H -4.50393 -3.76580 -4.22133
H -4.84018 -2.69800 -2.85224
H -3.41728 -3.73890 -2.81620
C -0.99429 -1.98278 -6.98687
H -0.79330 -1.11471 -5.02466
H -2.22616 -0.55429 -5.90837
H -0.40705 -2.86812 -6.75007
H -0.34359 -1.24520 -7.44726
H -1.77288 -2.26758 -7.69660
H 0.86822 -0.67649 -1.66117
N 1.64517 1.25281 2.37981
C 1.54349 2.50022 2.76824
C 0.39931 3.29266 2.53496
C -0.91677 2.90305 2.23944
C 2.69938 3.20092 3.44907
H 3.56112 3.28008 2.76881
H 3.00964 2.67758 4.36291
H 2.37213 4.21132 3.72041
C -1.93500 4.02167 2.10446
H -2.54528 4.08714 3.01862
H -2.59945 3.85607 1.24368
H -1.40245 4.97234 1.96940
N -1.27798 1.64391 2.12687
C 2.74350 0.42181 2.59429
C 3.68731 0.17990 1.55622
C 3.69033 1.02252 0.32306
C 4.62395 -0.82761 1.71107
H 5.32055 -1.02937 0.88799
C 4.70442 -1.57557 2.89036
H 5.44196 -2.36088 2.99768
C 3.83210 -1.27405 3.94185
H 3.89115 -1.83336 4.89367
C 2.87006 -0.29114 3.82763
C 1.92802 -0.00924 4.94972
C -2.51362 1.11600 2.45697
C -3.42939 0.72275 1.44404
C -3.15911 1.08992 0.02538
C -4.57925 0.04268 1.79147
H -5.25724 -0.27869 0.99199
C -4.88011 -0.24571 3.12444
H -5.78082 -0.79048 3.38238
C -4.02731 0.22927 4.12672
H -4.26331 0.05695 5.18807
C -2.87172 0.91655 3.82620
C -1.98028 1.45282 4.90227
Hg 0.24790 -0.16475 0.34310
H 3.86006 0.40225 -0.56675
H 4.49977 1.76398 0.34976
H 2.75817 1.56624 0.19143
H 1.91032 1.06130 5.23155
H 2.23577 -0.59127 5.83604
H 0.91107 -0.31392 4.68346
H -3.73804 0.44790 -0.65252
H -2.09560 0.97163 -0.22680
H -3.43095 2.13176 -0.18467
H -0.92121 1.20501 4.71466
H -2.26985 1.00718 5.86784
H -2.06080 2.54233 4.98973
H 0.54644 4.36477 2.68036
C 0.80441 0.33972 -2.05315
Si 0.47389 2.16858 -2.23642
H 1.87242 0.34415 -2.29620
H 0.11059 -0.00209 -2.83805
C 1.54601 2.58721 -3.74026
C 0.96513 3.36224 -0.88635
C -1.28689 2.49607 -2.70249
H -1.78173 1.60123 -3.11048
H -1.33370 3.26495 -3.47204
H -1.87514 2.86287 -1.86071
H 2.57782 2.23395 -3.63371
H 1.58847 3.67569 -3.87927
H 1.13211 2.16986 -4.66595
H 2.05012 3.38323 -0.71134
H 0.45780 3.17419 0.06839
H 0.67139 4.37339 -1.20709
F -0.46978 -0.98145 3.07800
C -0.24992 -1.55853 1.84154
F -1.41021 -2.24960 1.57768
F 0.71545 -2.50734 2.06420
```